1.
{
  "formula": "C24H60N4NaO8",
  "method": "ωB97M-V with the def2-TZVPD basis set",
  "species": ["Na", "C", "O", "C", "C", "N", "C", "C", "O", "C", "H", "H", "H", "H", "H", "H", "H", "H", "H", "H", "H", "H", "H", "H", "H", "C", "O", "C", "C", "N", "C", "C", "O", "C", "H", "H", "H", "H", "H", "H", "H", "H", "H", "H", "H", "H", "H", "H", "H", "C", "O", "C", "C", "N", "C", "C", "O", "C", "H", "H", "H", "H", "H", "H", "H", "H", "H", "H", "H", "H", "H", "H", "H", "C", "O", "C", "C", "N", "C", "C", "O", "C", "H", "H", "H", "H", "H", "H", "H", "H", "H", "H", "H", "H", "H", "H", "H"],
  "coordinates": [[-1.287, 0.632, 1.587], [1.910, 1.325, -2.474], [0.554, 0.914, -2.523], [-0.193, 0.947, -1.389], [-0.749, 2.337, -1.223], [-1.543, 2.346, 0.055], [-2.962, 2.202, -0.236], [-3.736, 2.173, 1.080], [-3.575, 0.983, 1.631], [-4.749, 0.185, 1.394], [2.234, 1.335, -1.385], [2.248, 2.293, -2.813], [2.442, 0.574, -2.985], [0.309, 0.534, -0.555], [-1.091, 0.310, -1.641], [-1.337, 2.570, -2.067], [0.060, 3.110, -1.139], [-1.338, 3.277, 0.390], [-3.110, 1.261, -0.724], [-3.353, 3.044, -0.855], [-4.773, 2.405, 0.896], [-3.477, 2.964, 1.713], [-4.378, -0.688, 1.810], [-4.824, 0.044, 0.313], [-5.652, 0.481, 1.862], [6.200, -0.489, -2.985], [6.020, -0.324, -1.556], [4.672, -0.177, -1.261], [4.465, -0.636, 0.148], [3.021, -0.597, 0.357], [2.627, -1.627, 1.332], [1.108, -1.639, 1.382], [0.596, -0.476, 2.145], [0.981, -0.546, 3.483], [5.525, 0.097, -3.557], [6.024, -1.531, -3.259], [7.188, -0.112, -3.200], [4.051, -0.764, -1.956], [4.475, 0.910, -1.342], [4.898, 0.095, 0.711], [4.887, -1.619, 0.340], [2.537, -0.852, -0.486], [3.134, -1.578, 2.319], [2.940, -2.584, 0.962], [0.814, -2.621, 1.813], [0.622, -1.541, 0.407], [0.854, -1.544, 3.953], [0.414, 0.257, 3.941], [2.018, -0.292, 3.744], [-2.048, -2.260, 1.949], [-2.088, -1.407, 0.772], [-2.295, -2.064, -0.472], [-3.661, -2.883, -0.520], [-3.774, -3.646, -1.739], [-5.029, -4.400, -1.772], [-4.767, -5.654, -2.633], [-3.651, -6.238, -2.035], [-3.126, -7.382, -2.787], [-1.297, -3.079, 1.796], [-2.967, -2.791, 2.154], [-1.693, -1.682, 2.824], [-1.426, -2.728, -0.545], [-2.347, -1.369, -1.291], [-4.545, -2.308, -0.344], [-3.644, -3.691, 0.249], [-3.151, -4.489, -1.700], [-5.832, -3.742, -2.120], [-5.360, -4.782, -0.785], [-4.689, -5.296, -3.648], [-5.531, -6.420, -2.585], [-2.029, -7.405, -2.653], [-3.201, -7.189, -3.872], [-3.517, -8.392, -2.605], [2.774, 4.983, -2.181], [2.741, 3.928, -1.226], [3.854, 4.037, -0.322], [3.796, 3.070, 0.835], [2.747, 3.380, 1.745], [1.706, 2.391, 1.763], [0.766, 2.949, 2.854], [-0.526, 2.302, 2.846], [-1.464, 2.937, 3.692], [1.872, 4.859, -2.738], [3.448, 4.801, -2.987], [2.846, 6.005, -1.848], [3.883, 5.041, 0.115], [4.818, 3.871, -0.791], [4.727, 3.087, 1.303], [3.746, 2.109, 0.393], [2.341, 4.314, 1.490], [2.107, 1.418, 2.036], [1.188, 2.329, 0.794], [0.620, 4.008, 2.861], [1.239, 2.684, 3.804], [-1.700, 3.880, 3.226], [-1.175, 3.151, 4.759], [-2.399, 2.414, 3.781]],
  "charge": 1,
  "orbital_gap_ev": 9.2,
  "e_homo_ev": -11.0,
  "mol_weight_g_mol": 555.75,
  "max_force_ev_per_a": 4.02
}


2.
{
  "formula": "C24H60N4O8",
  "method": "ωB97M-V with the def2-TZVPD basis set",
  "species": ["C", "O", "C", "C", "N", "C", "C", "O", "C", "H", "H", "H", "H", "H", "H", "H", "H", "H", "H", "H", "H", "H", "H", "H", "C", "O", "C", "C", "N", "C", "C", "O", "C", "H", "H", "H", "H", "H", "H", "H", "H", "H", "H", "H", "H", "H", "H", "H", "C", "O", "C", "C", "N", "C", "C", "O", "C", "H", "H", "H", "H", "H", "H", "H", "H", "H", "H", "H", "H", "H", "H", "H", "C", "O", "C", "C", "N", "C", "C", "O", "C", "H", "H", "H", "H", "H", "H", "H", "H", "H", "H", "H", "H", "H", "H", "H"],
  "coordinates": [[-15.115, 4.342, -16.504], [-16.450, 4.330, -16.860], [-17.288, 4.631, -15.671], [-18.350, 5.550, -16.230], [-19.357, 6.162, -15.350], [-20.562, 6.624, -15.942], [-21.573, 5.531, -16.085], [-22.010, 5.145, -14.765], [-22.978, 4.100, -14.712], [-14.465, 4.215, -17.370], [-14.828, 3.642, -15.719], [-14.922, 5.367, -16.188], [-16.797, 5.118, -14.829], [-17.694, 3.718, -15.236], [-18.785, 4.837, -16.930], [-17.936, 6.371, -16.815], [-19.536, 5.965, -14.375], [-20.253, 6.990, -16.921], [-21.106, 7.390, -15.391], [-21.039, 4.714, -16.570], [-22.401, 5.824, -16.730], [-22.731, 3.289, -15.397], [-23.984, 4.502, -14.833], [-22.931, 3.633, -13.728], [-24.586, 1.261, -8.086], [-24.543, 0.927, -9.462], [-25.389, 1.646, -10.234], [-25.403, 1.186, -11.735], [-24.118, 1.437, -12.394], [-23.739, 0.598, -13.521], [-23.790, -0.940, -13.288], [-23.065, -1.681, -14.362], [-21.669, -1.474, -14.449], [-24.431, 2.338, -8.022], [-23.853, 0.682, -7.524], [-25.473, 0.938, -7.540], [-25.038, 2.678, -10.241], [-26.456, 1.624, -10.012], [-26.254, 1.658, -12.226], [-25.685, 0.133, -11.722], [-23.560, 1.320, -11.561], [-22.722, 0.899, -13.774], [-24.372, 0.836, -14.376], [-24.766, -1.421, -13.230], [-23.317, -1.202, -12.342], [-21.265, -1.377, -15.457], [-21.237, -2.354, -13.972], [-21.425, -0.536, -13.951], [-29.833, -6.149, -5.726], [-30.201, -5.014, -6.515], [-29.728, -5.165, -7.814], [-29.851, -3.814, -8.558], [-28.970, -3.793, -9.661], [-28.614, -2.658, -10.551], [-29.738, -2.327, -11.578], [-29.466, -1.123, -12.333], [-28.513, -1.214, -13.335], [-28.764, -6.211, -5.524], [-30.243, -7.060, -6.162], [-30.226, -5.946, -4.730], [-30.139, -5.980, -8.410], [-28.645, -5.275, -7.745], [-29.486, -2.911, -8.068], [-30.868, -3.728, -8.941], [-28.051, -4.158, -9.453], [-27.844, -2.856, -11.297], [-28.355, -1.733, -10.036], [-30.583, -1.945, -11.005], [-30.052, -3.168, -12.197], [-27.564, -1.480, -12.870], [-28.538, -0.290, -13.914], [-28.715, -2.026, -14.034], [-23.840, -8.932, -16.960], [-22.692, -9.416, -16.231], [-21.371, -9.019, -16.804], [-21.051, -7.560, -16.563], [-20.797, -7.245, -15.110], [-20.857, -5.743, -14.907], [-22.362, -5.322, -14.785], [-22.863, -5.902, -13.530], [-24.008, -5.218, -13.038], [-24.005, -7.861, -16.847], [-24.760, -9.494, -16.799], [-23.592, -9.265, -17.968], [-21.348, -9.290, -17.859], [-20.601, -9.512, -16.209], [-21.900, -7.053, -17.022], [-20.208, -7.261, -17.186], [-21.472, -7.648, -14.476], [-20.440, -5.252, -15.786], [-20.421, -5.439, -13.955], [-22.891, -5.632, -15.686], [-22.440, -4.235, -14.793], [-23.777, -4.518, -12.236], [-24.726, -5.929, -12.629], [-24.483, -4.687, -13.863]],
  "charge": 0,
  "orbital_gap_ev": 8.7,
  "e_homo_ev": -8.2,
  "mol_weight_g_mol": 532.76,
  "max_force_ev_per_a": 5.09
}